Entry 1:
This record from the Open Molecules 2025 dataset describes C22H33N3O3 in the gas phase. The level of theory is ωB97M-V with the def2-TZVPD basis set.

```
61
Properties=species:S:1:pos:R:3:forces:R:3
O -3.7677 1.0095 1.2806 0.3097 -0.0219 0.1387
O 1.4290 0.1472 -1.4020 0.1569 0.3528 0.0549
O -1.9310 -0.4898 3.5708 -0.0700 0.3494 -0.2123
N 1.0526 -1.9921 -1.9048 0.1782 -0.2020 0.2047
N 0.5413 1.4433 2.8883 -0.3946 0.1040 0.0025
N -1.2057 2.7459 0.3507 0.3883 -0.0059 0.2385
C 1.0767 0.4287 3.7718 0.0775 -0.5966 0.1324
C 0.4558 -3.0912 -2.6368 -0.2427 -0.2324 -0.4044
C 1.5682 -4.8305 -1.1973 -0.0210 0.0144 -0.0038
C 1.9510 -2.3804 -0.8256 0.1068 0.1316 0.4845
C -1.7756 1.9195 -1.9357 0.1973 0.1086 0.3864
C -2.1146 2.8652 -0.7682 -0.2885 -0.0289 -0.5607
C 1.5577 2.2858 2.3005 0.2396 0.0739 -0.4129
C 1.4827 -3.6796 -0.1877 0.1380 0.0006 -0.1265
C 3.1320 0.3507 2.3365 -0.1603 -0.1160 -0.1963
C 0.0061 1.2057 -3.5865 0.2806 -0.0555 0.2492
C 2.5286 1.4500 1.4630 0.0451 0.0991 0.2239
C 1.3914 -4.2974 -2.6229 -0.1476 0.0127 0.0460
C -0.3689 2.1827 -2.4747 -0.2244 0.0768 -0.1516
C -2.6261 1.0663 1.6878 -0.6409 0.0727 -0.3334
C -1.4314 1.8370 1.3210 0.4238 0.0081 0.2291
C 2.0275 -0.4800 2.9881 0.1330 0.2155 0.2135
C -1.6008 -0.4756 -2.6748 0.1219 -0.0848 0.1898
C -1.7995 0.4081 2.7658 0.0987 -0.7093 0.4473
C -0.1640 -0.2605 -3.1689 -0.0339 0.1214 -0.2266
C -0.6780 1.2740 2.3610 -0.0210 0.4132 -0.1382
C -1.9075 0.4579 -1.5101 -0.2321 0.0275 -0.2644
C 0.8366 -0.6707 -2.0932 -0.1326 -0.0956 -0.3571
H 0.0094 -0.8772 -4.0571 -0.0209 0.0156 0.0993
H 1.6191 0.9276 4.5822 -0.0289 -0.0135 -0.0017
H 0.2663 -2.7921 -3.6694 -0.0600 -0.0234 0.1284
H -2.0811 3.9023 -1.1164 -0.0790 -0.0617 0.0154
H -0.2432 2.9730 0.1394 -0.1403 -0.0638 0.1471
H 3.3171 2.0920 1.0675 0.0100 0.0431 -0.0645
H -0.3012 3.2050 -2.8559 0.0008 0.0648 0.0030
H 0.9829 -5.0736 -3.2707 0.0380 0.0340 -0.0586
H 0.7960 -5.5678 -0.9745 0.0338 -0.0716 -0.0101
H -2.2890 -0.2704 -3.4987 -0.0185 -0.0509 -0.0427
H 3.7485 0.8043 3.1174 0.0850 -0.0097 0.0331
H 0.4541 -3.5503 0.1533 -0.0121 0.0272 0.0707
H 1.0860 3.0703 1.7086 0.0249 0.0403 0.0977
H -3.1185 2.6452 -0.4025 0.0301 0.0972 -0.0188
H -1.7521 -1.5101 -2.3650 -0.0603 -0.0528 -0.0590
H -2.9161 0.2717 -1.1373 0.0175 -0.0182 0.0752
H 2.0949 -3.8933 0.6885 -0.0517 0.0313 0.0553
H 2.1054 2.7636 3.1222 -0.0826 0.0662 -0.0715
H 2.0030 1.0046 0.6164 -0.0140 0.0384 -0.0346
H 3.7757 -0.2904 1.7320 0.0854 0.0166 0.0297
H 0.3631 2.0619 -1.6770 -0.0290 0.0827 -0.0158
H -1.2075 0.2485 -0.6983 -0.0016 -0.0140 0.0936
H 1.0433 1.3807 -3.8794 -0.0271 0.0129 -0.0926
H 1.9571 -1.5650 -0.0993 0.0738 -0.1434 -0.1161
H 1.4554 -1.0029 2.2185 -0.0637 -0.0740 -0.0177
H 2.4560 -1.2261 3.6583 -0.0232 -0.0754 0.0106
H -2.5037 2.1163 -2.7312 -0.0434 0.0096 -0.0138
H -0.5033 -3.3778 -2.1857 0.0089 0.0059 -0.1014
H -0.6278 1.3838 -4.4594 0.0150 -0.0275 -0.0446
H 0.2527 -0.1458 4.1944 0.0495 0.0978 0.0233
H 2.3550 -3.9957 -3.0366 0.0075 -0.0068 -0.0675
H 2.9724 -2.4904 -1.2093 0.0038 0.0516 0.0678
H 2.5337 -5.3315 -1.1177 -0.0136 -0.0620 0.0274
```
Positions in Å, forces in eV/Å.

energy	-1248.1174	hartree
molar mass	387.52	g mol⁻¹
frontier orbital gap	0.298	Ha
lowest unoccupied orbital energy	0.64	eV
HOMO	-7.48	eV
SMILES string	O=c1c(NC[C@H]2CC[C@@H](C(=O)N3CCCCC3)CC2)c(N2CCCCC2)c1=O
F_max	0.844	eV Å⁻¹


Entry 2:
This record from the Open Molecules 2025 dataset describes a molecular structure, C22H33N3O4 at a distorted geometry. The level of theory is ωB97M-V with the def2-TZVPD basis set.

```
62
Properties=species:S:1:pos:R:3:forces:R:3
O -1.9768 2.2136 1.8845 -0.9252 3.1174 -0.9808
O -2.1915 -2.0887 3.6700 0.8801 -1.1151 -4.8735
O -2.2101 0.5076 3.8787 -4.2278 9.5779 3.7035
O 0.6912 3.8554 -1.0446 2.3207 -0.7789 -0.8166
N -2.2540 -0.8580 -2.3373 3.3565 -2.8682 0.6513
N -1.7198 -1.3473 -3.4839 -10.6471 10.9926 -4.5100
N 1.4859 -2.9181 -1.0347 7.3051 4.0463 5.5024
C 2.5324 -0.0324 -1.2631 -11.1994 1.1329 -3.4582
C 2.0162 1.5082 -1.6682 15.7518 -5.1375 4.1766
C 2.4576 2.3649 -0.5398 0.4747 -2.9324 1.1916
C -1.4687 -1.2875 -1.2552 -2.5046 1.3771 -0.7465
C -1.9111 -3.5606 3.2828 -15.1309 3.7848 4.7106
C -2.1366 -1.3176 2.4802 0.1604 2.7086 -2.2055
C -1.0520 -2.2418 -3.2960 11.6522 -12.0840 5.2604
C 2.0758 3.6362 -0.9488 2.1621 6.6330 -1.7003
C -2.0490 0.0471 5.0042 8.9116 -3.1678 7.1702
C -1.5764 -0.9018 0.0994 -2.8650 2.9291 -0.3909
C -0.7617 -2.2233 -1.7168 4.7490 -7.1393 -4.5048
C 0.3017 -3.2979 -1.1422 -12.5002 0.4835 2.4858
C -2.1002 -1.8614 0.9385 1.0434 11.0447 6.7967
C -2.0939 0.2779 2.7483 0.4911 -15.3315 -9.5085
C 2.2084 -1.2109 -2.5645 -5.4162 9.3058 1.4644
C -1.6544 0.5665 0.3190 0.0395 -8.4932 0.2595
C -1.9678 0.8402 1.5573 0.2410 8.5014 1.6233
C -1.8965 3.3250 0.8313 6.5047 -1.1760 5.6201
C 1.7123 -2.0647 0.1092 4.9771 0.3553 3.0901
C 0.4285 5.1344 -1.5280 2.8753 1.3023 0.0120
C 2.2692 -2.4842 -2.0491 0.0294 -5.5607 -5.8301
C 1.8201 -0.4415 -0.0042 -8.9976 -8.3443 -12.4884
H -2.7512 -0.0855 -2.3253 -2.7162 4.5669 -0.4219
H 1.1055 -0.8969 -2.9636 2.0755 -0.8515 1.3163
H -0.8830 -0.4726 4.9889 -1.9837 0.8125 0.0255
H 0.5394 -0.3795 -0.2726 3.6833 0.8807 0.9043
H -1.6075 1.2249 -0.4347 0.4781 2.1827 -2.4204
H -0.3873 -2.9611 -4.0233 -2.0644 2.1132 1.4689
H 3.2551 -2.6776 -1.9283 3.4368 -1.0847 1.3696
H -2.4135 -0.7698 5.4834 -2.9022 -2.2720 0.3476
H 0.7024 5.4435 -2.5746 0.1402 -0.9249 0.8495
H 3.3469 -0.3232 -0.9626 10.3162 -1.3066 1.7687
H 0.7454 5.9268 -0.8214 0.4427 -0.3183 -0.2948
H 2.9568 -2.2909 0.4057 -3.0995 0.0623 -0.3241
H -2.0355 -2.7740 1.0551 0.4850 -9.0191 -0.7721
H -0.2909 -3.5490 -0.0283 2.1965 0.2183 -2.7773
H 1.0532 -2.4451 0.9593 1.0294 0.8973 -0.9846
H -2.6554 3.3470 0.2199 -4.0680 -0.2381 -3.4117
H 2.7599 3.9988 -2.0239 -2.3481 -1.3194 2.4152
H -1.1393 -3.7277 2.8325 9.1141 -1.8288 -4.3904
H 1.9020 -0.0742 0.8053 1.8387 5.0022 10.6364
H 3.5282 2.3694 -0.3733 0.4066 -0.1741 -0.4234
H 1.1450 1.4698 -1.7653 -13.1683 -0.4576 -2.3917
H -2.2791 -3.8095 4.2879 1.2809 -1.8078 -0.6090
H -1.7150 0.7117 5.7711 -0.8378 1.5901 0.3486
H -1.8206 4.3113 1.4197 -0.2789 -1.7069 -0.6969
H 2.0966 2.0088 0.4424 -0.5389 0.5575 -0.3854
H 0.1921 -4.1501 -1.6851 -0.5572 -2.5864 -1.9408
H 2.6976 -0.6315 -3.2846 2.0855 -0.8343 -1.5534
H 2.7571 1.5862 -2.3904 0.1609 1.3155 -2.4986
H -2.9808 -3.8763 2.4772 3.4570 0.7107 2.4315
H -0.5407 5.0777 -1.4062 -5.4576 0.8249 -0.2324
H -0.8593 3.1290 0.3977 -1.7088 0.6843 -0.1197
H 2.5538 4.3934 -0.2840 -0.7330 0.0676 0.0366
H 2.0436 -3.2431 -2.9256 0.3231 1.0799 1.0255
```
Positions in Å, forces in eV/Å.

energy	-1322.3204	hartree
molar mass	403.52	g mol⁻¹
frontier orbital gap	0.286	Ha
lowest unoccupied orbital energy	0.63	eV
HOMO	-7.16	eV
F_max	18.047	eV Å⁻¹


Entry 3:
This record from the Open Molecules 2025 dataset describes a molecular structure, C22H34As2AuN2O2S. The level of theory is ωB97M-V with the def2-TZVPD basis set.

```
64
Properties=species:S:1:pos:R:3:forces:R:3
Au -0.9785 -1.7920 0.6892 -0.2060 -0.1551 -0.0510
As -3.8086 -1.9638 -1.5383 -0.0457 -0.0272 -0.0315
As 0.4380 3.2198 0.8125 0.1814 0.2916 -0.0177
S -2.6461 -0.5971 -0.2659 0.0095 -0.0295 0.0556
O 4.4430 0.6796 -4.1418 0.0488 0.0081 -0.0770
O 4.2295 2.1833 -2.5313 -0.0060 -0.0048 -0.0388
N -0.6487 -3.1356 2.3554 0.0563 -0.0512 0.0973
N 1.1209 -2.2139 0.6449 0.0668 -0.0593 0.0486
C -2.7391 -2.6176 -2.9872 -0.0084 0.0053 0.0035
C -5.2644 -0.9133 -2.2021 0.0149 -0.0169 -0.0038
C 1.5744 -1.4593 -1.6046 0.0817 0.0242 0.0090
C -1.2964 -4.4521 4.2234 0.0193 0.0120 -0.0224
C -0.8143 3.6593 2.2293 -0.0503 0.0099 -0.0208
C 3.0428 4.1730 -0.1264 0.0101 -0.0323 0.0004
C -1.5838 -3.5471 3.2047 0.0071 -0.0345 0.0148
C -0.8577 5.1715 2.4780 -0.0071 0.0050 -0.0016
C 1.5682 -3.0242 1.5239 -0.0714 0.0906 -0.0803
C 2.3225 -0.7074 -2.4956 -0.0224 -0.0098 0.0093
C 0.2819 2.8518 -2.0628 0.0587 0.0117 -0.0248
C 2.1564 4.0878 1.1085 -0.0319 -0.0131 0.0144
C 3.0382 -0.7706 0.2006 0.0275 0.0590 0.0515
C 4.0800 1.0596 -2.9210 -0.0931 -0.0315 0.1766
C -4.4756 -3.4281 -0.4977 0.0047 0.0138 -0.0028
C 3.7502 0.0145 -0.6883 0.0200 0.0169 0.0004
C -0.2911 3.6905 -0.9237 -0.0117 -0.0225 0.0060
C 0.6181 -3.5913 2.4836 -0.0087 0.0283 0.0027
C 0.9724 -4.4904 3.4664 0.0557 0.0358 -0.0643
C -0.0079 -4.9338 4.3527 -0.0643 0.0022 0.0204
C 3.3921 0.0510 -2.0322 0.0506 0.0570 -0.0664
C 1.9430 -1.4879 -0.2648 -0.0772 -0.1152 -0.0673
H -3.6415 -4.0049 -0.1029 0.0053 0.0060 -0.0061
H -1.6407 5.3763 3.2080 -0.0010 0.0006 0.0013
H 3.9792 4.6571 0.1495 -0.0111 0.0231 0.0149
H 2.5908 4.7776 -0.9124 -0.0127 -0.0206 -0.0031
H -1.9018 -3.1896 -2.5922 -0.0082 -0.0024 0.0109
H -3.3623 -3.2626 -3.6073 -0.0090 0.0048 0.0031
H 3.2952 3.1975 -0.5406 -0.0212 0.0153 -0.0007
H -0.5147 3.1096 3.1207 0.0134 0.0118 0.0114
H 1.9947 -4.8368 3.5436 -0.0023 0.0007 -0.0026
H -0.0588 4.7518 -1.0520 0.0066 0.0040 0.0150
H -5.0893 -3.0366 0.3113 0.0093 0.0040 0.0032
H -5.8522 -1.5317 -2.8807 0.0056 -0.0064 0.0043
H -2.5801 -3.1461 3.0746 0.0021 0.0023 -0.0070
H -1.3738 3.5922 -0.8401 0.0014 0.0048 0.0118
H -1.7823 3.2789 1.9013 0.0063 -0.0191 0.0128
H -5.8828 -0.5903 -1.3667 0.0129 -0.0044 0.0081
H 4.4253 -0.2792 -4.2596 -0.0105 -0.0070 0.0005
H 3.3025 -0.7875 1.2510 0.0044 -0.0130 -0.0036
H 2.6354 3.5690 1.9393 -0.0108 -0.0134 -0.0043
H 2.0456 -0.6777 -3.5423 -0.0021 -0.0080 0.0020
H 0.7189 -2.0288 -1.9447 -0.0046 -0.0102 -0.0068
H 1.3649 2.9561 -2.1343 -0.0097 -0.0196 -0.0190
H 0.0447 1.7938 -1.9382 -0.0058 -0.0067 0.0067
H -2.3826 -1.7754 -3.5768 0.0018 0.0044 0.0091
H 0.2411 -5.6401 5.1333 0.0003 0.0003 -0.0003
H 4.5786 0.6200 -0.3442 0.0050 -0.0098 -0.0018
H -5.0833 -4.0608 -1.1453 0.0012 0.0154 -0.0150
H -2.0846 -4.7615 4.8953 0.0032 -0.0050 0.0027
H -0.1459 3.1870 -3.0070 0.0025 0.0006 0.0028
H 2.6240 -3.2823 1.5694 -0.0014 -0.0025 0.0084
H -4.8729 -0.0493 -2.7353 0.0108 -0.0076 -0.0033
H 1.8675 5.0800 1.4708 0.0065 -0.0033 0.0094
H 0.0784 5.5437 2.8896 0.0016 -0.0020 -0.0009
H -1.0966 5.7342 1.5754 0.0012 -0.0057 -0.0041
```
Positions in Å, forces in eV/Å.

energy	-6123.1473	hartree
spin multiplicity	3
molar mass	737.40	g mol⁻¹
frontier orbital gap (alpha / beta)	0.276 / 0.208	Ha
lowest unoccupied orbital energy (alpha / beta)	-9.36 / -11.23	eV
total charge	+3
HOMO (alpha / beta)	-16.86 / -16.88	eV
F_max	0.344	eV Å⁻¹


> Look up the F_max of the third one.

0.344 eV Å⁻¹